1.
Entry from the OMol25 dataset: 3 unconnected molecules or ions with the total composition C28H50F9N5O4PS (ωB97M-V with the def2-TZVPD basis set).

Each line ends with the Löwdin spin population.
Cartesian coordinates (Å):
1 C 3.611 2.195 -9.096  0.00
2 C 1.639 4.343 -10.365  0.00
3 H 1.263 0.097 -3.996  0.00
4 C 1.381 0.059 8.735  0.00
5 N 1.391 3.009 -8.219  0.39
6 H 3.594 3.142 -9.618  0.00
7 F -0.214 -2.975 11.224  0.00
8 H 3.290 0.366 -7.277  0.00
9 C -3.122 0.846 -2.431  0.00
10 H -1.132 -0.129 8.320  0.00
11 H -2.719 2.182 -0.154  0.00
12 H -3.045 -4.158 4.735  0.00
13 C -1.857 -2.351 4.721  0.00
14 C -0.587 -0.404 7.422  0.00
15 F 2.362 -3.849 11.527  0.00
16 F 2.873 -5.918 10.901  0.00
17 F 0.867 -3.332 9.343  0.00
18 F 3.004 -5.343 13.032  0.00
19 H -2.311 -1.453 -1.158  0.00
20 C -2.274 -0.535 -0.572  0.00
21 H 2.289 5.045 -9.841  0.00
22 C -1.943 0.663 -1.450  0.03
23 H -0.652 0.429 6.722  0.00
24 C 1.402 0.959 -3.344  0.00
25 C 0.259 2.631 -1.863  0.02
26 H -0.837 3.832 -0.454  0.00
27 H 0.146 0.599 -10.974  0.00
28 H -0.051 -3.426 3.018  0.00
29 H -0.727 5.223 -9.674  0.00
30 C -0.101 2.557 -10.122  0.02
31 C -1.743 1.889 -0.545  0.02
32 H 2.170 -0.001 -9.600  0.00
33 H 3.015 1.894 -6.428  0.00
34 H -2.890 -2.481 9.233  0.00
35 C 0.059 1.493 -2.864  0.03
36 H -1.204 -4.691 8.651  0.00
37 C -1.372 -3.984 9.462  0.00
38 H 2.457 0.031 8.591  0.00
39 H -0.134 -0.840 3.151  0.00
40 C -0.681 2.015 -4.101  0.00
41 H -3.030 -4.306 7.195  0.00
42 H -1.278 -1.813 9.382  0.00
43 P -1.883 -2.176 2.849  0.00
44 F 1.438 -6.751 12.377  0.00
45 C -2.535 -3.421 5.340  0.00
46 C 0.772 1.372 -10.526  0.00
47 C 2.570 1.169 -7.109  0.00
48 C -1.049 3.075 -1.211  0.00
49 C -1.850 -2.611 8.923  0.00
50 H -1.545 -0.664 0.224  0.00
51 C -0.254 4.708 -8.838  0.00
52 F -0.605 -5.879 11.241  0.00
53 S 1.879 -5.303 11.955  0.00
54 C 2.258 1.807 -8.457  0.03
55 O 0.626 2.872 -7.204  0.51
56 H 0.735 3.464 -2.384  0.00
57 H -0.907 2.200 -9.472  0.00
58 H -3.670 -0.091 -2.532  0.00
59 H 2.256 3.662 -10.944  0.00
60 N -1.262 -1.431 5.434  0.00
61 O -0.997 -0.837 2.718  0.00
62 C -1.864 -2.527 7.429  0.00
63 H 1.495 1.661 -11.294  0.00
64 H -0.928 1.200 -4.783  0.00
65 F 0.803 -5.919 9.583  0.00
66 H 1.046 1.095 8.648  0.00
67 H -2.115 -4.400 10.135  0.00
68 H -2.818 1.125 -3.431  0.00
69 H 1.903 1.742 -3.913  0.00
70 H 1.685 0.751 -6.635  0.00
71 H -1.589 2.568 -3.877  0.00
72 C -0.060 -3.846 10.194  0.00
73 F 0.894 -4.676 13.028  0.00
74 H -0.573 3.008 -10.997  0.00
75 H -3.819 1.603 -2.069  0.00
76 H -3.258 -0.373 -0.125  0.00
77 H -1.139 1.581 0.315  0.00
78 H 3.944 1.430 -9.798  0.00
79 C 0.685 3.642 -9.388  0.03
80 H 0.296 5.441 -8.247  0.00
81 H 0.724 0.324 -8.666  0.00
82 H -1.032 4.280 -8.212  0.00
83 H 0.952 2.302 -1.082  0.00
84 N 0.747 -0.834 7.742  0.00
85 O -0.880 -3.414 2.522  0.00
86 H 1.294 -0.783 6.890  0.00
87 H 1.040 4.908 -11.079  0.00
88 C 1.479 0.791 -9.305  0.02
89 N -1.294 -1.527 6.761  0.00
90 H 2.042 0.663 -2.517  0.00
91 O 0.132 -0.365 -1.477  0.51
92 C 0.445 -5.245 10.688  0.00
93 N -0.658 0.372 -2.163  0.39
94 H -0.024 2.699 -4.638  0.00
95 H 4.373 2.292 -8.322  0.00
96 H 1.160 -0.298 9.740  0.00
97 H -1.708 3.551 -1.941  0.00
98 C -2.527 -3.500 6.681  0.00

Force components x, y, z for each atom (eV/Å):
-0.06 0.14 0.05
0.07 -0.03 0.09
-0.01 0.00 0.00
-0.13 -0.24 0.04
-0.47 -0.55 -0.26
-0.04 0.01 -0.06
0.14 -0.18 -0.11
0.03 -0.01 0.00
0.12 -0.08 -0.10
0.00 -0.04 0.06
-0.01 0.01 0.02
-0.03 -0.01 -0.06
0.04 -0.02 -0.11
0.25 0.05 0.19
-0.20 -0.01 0.01
0.02 -0.02 -0.19
-0.06 -0.05 0.25
0.21 0.06 0.21
0.01 0.02 -0.04
-0.07 -0.12 0.19
0.01 0.00 0.01
-0.47 -0.07 -0.24
-0.08 -0.05 -0.09
0.15 -0.01 0.06
-0.05 0.11 0.21
-0.03 0.03 -0.01
0.02 -0.01 -0.04
0.09 -0.12 -0.10
0.01 0.01 -0.02
-0.06 -0.21 -0.05
0.15 0.16 0.11
0.00 -0.03 0.00
0.01 0.02 -0.02
0.00 0.11 0.04
-0.04 0.07 -0.51
-0.09 -0.09 0.02
-0.08 0.11 -0.36
0.02 -0.02 0.06
0.02 0.14 0.05
-0.09 -0.04 -0.01
-0.01 -0.02 0.08
0.04 0.01 -0.04
-0.03 0.09 -0.21
-0.16 -0.24 -0.01
-0.04 0.00 -0.92
0.06 0.05 0.04
-0.02 -0.11 0.08
-0.01 -0.08 -0.05
-0.15 -0.13 0.18
0.02 0.01 -0.05
-0.14 0.02 0.03
0.21 0.11 0.02
-0.12 0.23 -0.13
0.51 0.05 -0.03
0.07 0.24 0.33
0.00 0.02 0.00
0.03 0.04 0.06
0.00 -0.01 0.04
-0.01 -0.03 -0.01
0.05 0.09 -0.01
-0.01 -0.09 -0.03
0.33 0.31 0.22
0.02 0.05 0.03
0.00 -0.01 0.00
-0.05 -0.01 0.19
0.06 0.06 -0.04
0.01 -0.05 0.05
0.03 0.06 -0.01
-0.02 0.01 -0.03
-0.01 0.03 -0.01
-0.01 0.00 0.05
0.30 0.01 0.18
-0.02 0.05 -0.09
-0.01 0.00 -0.02
0.00 0.00 0.04
-0.03 0.03 -0.02
0.04 -0.06 -0.05
-0.01 -0.03 0.02
0.21 0.40 -0.19
0.01 -0.01 0.00
0.00 0.07 0.05
0.03 -0.02 0.02
-0.01 -0.08 -0.03
0.04 0.56 -0.14
-0.08 0.04 0.14
0.04 -0.17 0.00
-0.04 0.02 0.03
-0.20 -0.07 -0.09
-0.24 -0.08 0.05
-0.03 -0.02 0.01
0.05 -0.31 -0.13
-0.08 0.07 -0.11
0.24 0.42 0.55
0.06 -0.06 -0.02
-0.01 -0.03 0.02
-0.01 0.01 0.03
0.00 -0.05 -0.04
-0.18 -0.45 0.67

Results
net charge	+1
gap between HOMO and LUMO (spin up / spin down)	4.600 / 5.813	eV
F_max	0.0178	Eh/bohr
spin multiplicity	3
HOMO (spin up / spin down)	-9.13 / -10.35	eV

2.
Entry from the OMol25 dataset: 5 unconnected molecules or ions with the total composition C21H29IN5O3P (ωB97M-V with the def2-TZVPD basis set).

Each line ends with the Löwdin charge.
Cartesian coordinates (Å):
1 H 3.118 1.618 0.592  0.09
2 C 2.614 -4.022 0.009  -0.86
3 H 0.431 -2.972 1.886  0.05
4 C 2.240 -0.452 -9.553  -0.11
5 N 1.723 0.135 1.143  -0.17
6 N -7.526 1.070 5.733  0.00
7 H 1.414 2.386 -2.500  0.09
8 H -1.558 1.618 1.957  0.13
9 O 2.174 -4.249 4.006  0.02
10 H 2.495 -1.601 -3.180  0.02
11 H 2.850 -0.488 -5.404  0.09
12 H 3.596 0.005 0.132  0.06
13 C 1.531 -0.651 2.372  -0.33
14 O 2.306 -5.012 0.573  0.06
15 H -7.954 1.975 5.782  0.14
16 C -2.306 3.139 4.643  -0.10
17 C 1.865 0.253 -2.397  -0.15
18 C 3.056 -0.334 -8.460  -0.15
19 H -2.319 3.962 5.337  0.09
20 O 3.637 -2.500 3.759  -0.02
21 N 3.006 0.966 -8.039  0.00
22 C 2.157 1.345 -4.339  -0.11
23 C -6.102 -0.548 5.242  -0.11
24 H 0.498 -0.512 2.695  0.09
25 C -8.024 -0.069 6.305  -0.14
26 C 3.114 0.580 0.924  -0.11
27 N -1.897 1.904 2.856  -0.01
28 H 2.082 -1.986 -0.207  0.06
29 P 1.708 -2.449 2.104  1.13
30 C -2.670 1.135 3.687  -0.14
31 N 2.322 -0.623 -3.344  0.00
32 H 2.213 -0.374 3.177  0.09
33 H 2.184 2.120 -5.087  0.08
34 H -1.087 3.878 2.931  0.10
35 H -8.942 -0.054 6.866  0.10
36 H 1.170 0.974 1.256  0.09
37 C 2.584 -2.618 0.529  -0.36
38 H 3.510 1.339 -7.255  0.13
39 H 0.990 1.094 -10.587  0.09
40 C 1.677 0.830 -9.801  -0.11
41 H -2.962 0.137 3.412  0.10
42 C 2.170 1.683 -8.850  -0.14
43 H 3.717 0.521 1.832  0.09
44 H 2.066 -1.354 -10.114  0.09
45 C -2.939 1.875 4.806  -0.12
46 H 1.649 -0.073 -1.392  0.07
47 H 1.996 2.731 -8.682  0.10
48 C 1.753 1.486 -2.984  -0.11
49 C -6.356 0.788 5.083  -0.15
50 C -1.672 3.126 3.431  -0.14
51 C 2.665 -3.233 3.589  -0.81
52 H 3.665 -1.062 -7.951  0.10
53 H -7.276 -2.116 6.331  0.09
54 I 3.292 -4.062 -2.051  0.88
55 H -3.525 1.547 5.648  0.09
56 C 2.501 0.032 -4.528  -0.14
57 C -7.162 -1.092 6.019  -0.11
58 H 3.594 -2.223 0.645  0.11
59 H -5.806 1.556 4.567  0.10
60 H -5.252 -1.079 4.847  0.08

Force components x, y, z for each atom (eV/Å):
-0.04 -0.04 -0.03
-0.01 -0.36 0.16
-0.14 0.04 -0.27
-0.02 0.01 -0.02
0.13 0.35 0.43
-0.01 -0.02 0.00
-0.01 0.02 0.00
-0.09 0.02 -0.06
-0.15 -0.20 0.24
0.00 0.08 -0.06
-0.04 -0.01 -0.02
0.04 -0.06 0.06
-0.21 0.20 -0.69
0.07 0.36 -0.18
0.00 0.01 0.00
-0.01 -0.02 0.01
0.00 -0.07 -0.01
-0.01 0.02 0.03
0.00 0.00 0.01
-0.23 -0.08 -0.10
0.04 0.01 0.03
0.02 0.01 0.00
0.00 -0.02 0.02
0.06 0.02 0.22
0.01 0.04 0.00
-0.07 0.01 -0.08
0.08 -0.04 -0.02
0.07 0.04 0.02
-0.24 0.07 0.15
0.03 0.00 -0.03
-0.03 -0.01 0.07
0.03 -0.08 0.09
-0.03 0.01 -0.01
0.00 0.02 0.00
-0.01 -0.01 0.01
-0.12 -0.08 -0.11
-0.26 0.25 -0.17
0.01 0.01 0.01
-0.01 0.00 -0.01
0.00 -0.03 -0.01
-0.02 0.00 0.00
0.00 -0.01 0.03
0.03 -0.06 0.04
0.00 -0.01 -0.01
0.03 0.04 0.04
-0.03 0.05 -0.01
-0.01 0.01 -0.01
0.01 0.00 0.00
-0.05 0.03 0.00
0.00 -0.03 -0.01
0.88 -0.08 0.38
0.02 -0.01 -0.01
0.00 -0.01 0.00
0.10 -0.20 -0.09
0.00 -0.02 0.02
0.02 0.00 -0.02
0.03 -0.01 -0.02
0.10 -0.16 0.01
0.02 0.00 -0.02
0.01 -0.01 0.00

Results
gap between HOMO and LUMO	8.089	eV
F_max	0.0187	Eh/bohr
HOMO	-8.38	eV

3.
Entry from the OMol25 dataset: a molecular structure, C3H5NO3 in a non-equilibrium geometry (ωB97M-V with the def2-TZVPD basis set).

Each line ends with the Löwdin charge.
Cartesian coordinates (Å):
1 C -0.383 -1.577 0.303  -0.57
2 C -0.143 1.539 0.327  -0.19
3 H 1.353 -0.476 -0.412  0.15
4 O 0.126 1.098 1.503  0.08
5 H -0.226 0.033 1.388  -0.12
6 H 0.325 -0.822 -1.748  0.13
7 C 0.311 -0.699 -0.669  -0.02
8 N -0.175 0.735 -0.714  0.06
9 H -0.032 2.576 0.020  0.15
10 H -0.163 1.234 -1.590  0.14
11 O -0.770 -0.857 1.303  0.09
12 O -0.225 -2.784 0.290  0.09

Force components x, y, z for each atom (eV/Å):
1.63 -1.31 1.45
2.49 -0.78 1.47
0.07 -1.09 0.47
0.50 5.20 -1.96
-0.35 -0.74 0.74
-0.11 -1.58 0.08
0.73 3.35 -2.66
-0.68 0.00 0.43
-0.73 0.45 0.71
-0.23 -0.43 -0.17
-2.44 -3.70 0.10
-0.88 0.63 -0.67

Results
gap between HOMO and LUMO	10.086	eV
F_max	0.1085	Eh/bohr
HOMO	-9.95	eV